Density functional theory data (the ωB97M-V functional and the def2-TZVPD basis) for a molecular structure, C37H45MoN4O3P in a non-equilibrium geometry.

Output
Spin multiplicity = 1
Total charge = +2
F_max = 2.1 eV/Å
HOMO (spin up / spin down) = -13.393 / -13.514 eV
DFT total energy = -62328.786 eV

Geometry (Å):
Mo  -0.076  -0.852  0.103
C  1.494  0.354  -4.504
C  0.662  -0.279  -3.396
C  -0.733  0.341  -3.322
P  1.395  -0.172  -1.692
C  3.113  -0.830  -1.706
C  3.657  -0.639  -0.290
C  3.159  -2.292  -2.138
C  1.562  1.589  -1.343
C  2.507  2.407  -1.938
C  2.578  3.763  -1.627
C  3.593  4.655  -2.251
C  1.653  4.257  -0.708
C  0.707  3.451  -0.100
C  0.647  2.086  -0.389
N  -0.245  1.121  0.082
C  -1.095  0.717  0.975
C  -2.319  2.971  2.029
C  -2.490  3.906  0.876
C  -3.308  2.135  2.378
C  -3.282  1.282  3.586
C  -4.649  0.681  3.859
C  -1.353  1.125  4.534
C  -0.516  1.742  3.389
C  0.974  1.861  3.652
H  1.016  0.159  -5.463
H  2.499  -0.060  -4.546
H  1.561  1.432  -4.383
H  0.574  -1.357  -3.589
H  -0.664  1.415  -3.141
H  -1.327  -0.119  -2.517
H  -1.257  0.190  -4.264
H  3.685  -0.219  -2.418
H  3.181  -1.349  0.389
H  3.467  0.378  0.065
H  4.732  -0.814  -0.276
H  2.531  -2.897  -1.484
H  4.183  -2.653  -2.051
H  2.845  -2.420  -3.172
H  3.202  1.991  -2.649
H  4.184  4.134  -2.998
H  4.270  5.056  -1.497
H  3.110  5.511  -2.719
H  1.675  5.309  -0.472
H  0.012  3.899  0.583
H  -1.968  3.541  -0.009
H  -2.097  4.889  1.128
H  -3.543  3.999  0.620
H  -4.198  2.086  1.767
H  -5.372  1.492  3.954
H  -4.664  0.118  4.789
H  -4.955  0.026  3.047
H  -0.785  0.703  5.357
H  1.371  0.919  4.026
H  1.145  2.633  4.401
H  1.505  2.130  2.738
O  -0.355  -3.949  1.209
C  0.081  -2.830  1.388
O  1.119  -2.329  0.791
C  -0.631  -1.783  2.210
C  -1.757  -2.132  3.000
C  -2.405  -1.164  3.686
C  -2.072  0.238  3.484
C  -2.620  1.914  4.863
C  -2.397  3.374  4.951
C  -1.621  3.943  4.038
C  -1.095  3.098  2.905
C  -0.962  0.577  2.458
N  -0.091  -0.552  2.163
H  -1.998  -3.180  3.093
H  -3.185  -1.402  4.391
H  -3.107  1.529  5.757
H  -2.816  3.926  5.775
H  -1.398  4.996  4.031
H  -0.298  3.638  2.399
N  -0.512  -2.311  -1.216
C  -0.287  -3.358  -1.697
N  0.006  -4.394  -2.373
C  0.278  -5.699  -1.773
C  -0.290  -6.792  -2.685
O  0.221  -6.658  -3.988
C  -0.156  -5.449  -4.579
C  0.396  -4.261  -3.778
H  -0.142  -5.735  -0.769
H  1.366  -5.819  -1.715
H  -1.388  -6.754  -2.698
H  0.036  -7.771  -2.332
H  -1.250  -5.377  -4.660
H  0.283  -5.440  -5.580
H  0.006  -3.327  -4.183
H  1.489  -4.268  -3.838

List of Mulliken charges in e, atom by atom: atom 1 (Mo): -1.447, atom 2 (C): -1.540, atom 3 (C): 1.830, atom 4 (C): -1.574, atom 5 (P): 2.258, atom 6 (C): 0.150, atom 7 (C): -1.506, atom 8 (C): -1.336, atom 9 (C): -0.993, atom 10 (C): -0.488, atom 11 (C): 0.205, atom 12 (C): -1.650, atom 13 (C): -1.514, atom 14 (C): 0.121, atom 15 (C): 0.741, atom 16 (N): 0.588, atom 17 (C): -0.119, atom 18 (C): 0.521, atom 19 (C): -1.608, atom 20 (C): -1.759, atom 21 (C): 1.062, atom 22 (C): -1.867, atom 23 (C): -0.790, atom 24 (C): 0.451, atom 25 (C): -1.626, atom 26 (H): 0.469, atom 27 (H): 0.381, atom 28 (H): 0.406, atom 29 (H): -0.971, atom 30 (H): 0.297, atom 31 (H): 0.244, atom 32 (H): 0.583, atom 33 (H): 0.727, atom 34 (H): 0.207, atom 35 (H): 0.359, atom 36 (H): 0.497, atom 37 (H): 0.163, atom 38 (H): 0.552, atom 39 (H): 0.257, atom 40 (H): 0.402, atom 41 (H): 0.375, atom 42 (H): 0.364, atom 43 (H): 0.389, atom 44 (H): 0.527, atom 45 (H): 0.452, atom 46 (H): 0.229, atom 47 (H): 0.355, atom 48 (H): 0.493, atom 49 (H): 0.541, atom 50 (H): 0.426, atom 51 (H): 0.506, atom 52 (H): 0.449, atom 53 (H): 0.307, atom 54 (H): 0.403, atom 55 (H): 0.461, atom 56 (H): 0.321, atom 57 (O): -0.623, atom 58 (C): 0.430, atom 59 (O): -0.412, atom 60 (C): 1.407, atom 61 (C): -1.892, atom 62 (C): -0.258, atom 63 (C): 0.900, atom 64 (C): -0.191, atom 65 (C): -1.141, atom 66 (C): -1.159, atom 67 (C): 0.002, atom 68 (C): 2.425, atom 69 (N): -0.891, atom 70 (H): 0.551, atom 71 (H): 0.548, atom 72 (H): 0.679, atom 73 (H): 0.507, atom 74 (H): 0.538, atom 75 (H): 1.127, atom 76 (N): -0.484, atom 77 (C): 0.254, atom 78 (N): 0.119, atom 79 (C): -0.370, atom 80 (C): -0.707, atom 81 (O): -0.372, atom 82 (C): -0.856, atom 83 (C): -0.180, atom 84 (H): 0.420, atom 85 (H): 0.288, atom 86 (H): 0.365, atom 87 (H): 0.384, atom 88 (H): 0.416, atom 89 (H): 0.376, atom 90 (H): 0.327, atom 91 (H): 0.186

Density functional theory data (the ωB97M-V functional and the def2-TZVPD basis) for a molecular structure, C37H46N10O6SSc.

Output
Spin multiplicity = 1
Total charge = +3
F_max = 0.4 eV/Å
HOMO = -15.719 eV
Energy above the lowest of the compared OMol25 structures with the same formula, charge and spin = 27.8 kJ/mol
DFT total energy = -97821.977 eV

Geometry (Å):
Sc  0.010  -1.232  0.350
C  -1.640  4.199  2.875
C  -0.466  3.546  2.529
C  -0.508  2.366  1.801
C  -1.730  1.843  1.392
C  -2.914  2.495  1.752
C  -2.863  3.663  2.492
N  -1.764  0.635  0.600
N  -2.878  0.444  0.092
C  -3.037  -0.722  -0.689
C  -4.251  -0.826  -1.341
C  -4.488  -1.940  -2.132
C  -3.500  -2.904  -2.210
C  -2.316  -2.717  -1.512
N  -2.061  -1.637  -0.765
H  -1.606  5.117  3.447
H  0.489  3.953  2.836
H  0.402  1.847  1.565
H  -3.868  2.087  1.456
H  -3.784  4.159  2.767
H  -4.977  -0.036  -1.218
H  -5.422  -2.052  -2.665
H  -3.632  -3.801  -2.799
H  -1.554  -3.477  -1.539
O  -1.162  4.655  -5.403
C  -0.016  3.970  -5.281
O  1.018  4.406  -5.693
C  -0.064  2.642  -4.572
C  0.868  1.680  -4.948
C  0.979  0.501  -4.234
C  0.165  0.274  -3.123
C  -0.759  1.239  -2.743
C  -0.887  2.409  -3.477
N  0.303  -0.914  -2.341
C  0.543  -1.988  -2.979
C  0.848  -3.234  -2.272
C  1.247  -4.350  -2.986
C  1.614  -5.496  -2.291
C  1.571  -5.464  -0.911
C  1.137  -4.307  -0.278
N  0.768  -3.208  -0.930
H  -1.936  4.107  -5.223
H  1.527  1.889  -5.781
H  1.737  -0.220  -4.516
H  -1.371  1.083  -1.869
H  -1.597  3.161  -3.151
H  0.559  -2.020  -4.068
H  1.283  -4.314  -4.067
H  1.936  -6.383  -2.820
H  1.862  -6.322  -0.321
H  1.093  -4.255  0.801
N  4.039  -2.579  1.389
C  3.136  -1.939  0.632
N  3.519  -1.470  -0.565
O  1.956  -1.816  1.043
H  5.012  -2.640  1.141
H  3.758  -2.894  2.301
H  4.465  -1.554  -0.898
H  2.863  -0.910  -1.083
N  1.215  0.615  -0.191
C  1.811  1.569  -0.496
N  2.489  2.623  -0.798
C  2.520  3.157  -2.181
C  1.907  4.547  -2.223
C  2.567  5.463  -1.196
C  2.471  4.866  0.207
C  3.090  3.477  0.254
H  1.992  2.456  -2.820
H  3.568  3.186  -2.491
H  0.832  4.470  -2.023
H  2.022  4.942  -3.234
H  2.099  6.447  -1.215
H  3.618  5.612  -1.461
H  1.420  4.799  0.508
H  2.981  5.499  0.934
H  2.940  2.989  1.217
H  4.164  3.523  0.058
N  -2.865  -5.692  2.520
C  -2.148  -4.414  2.828
C  -1.504  -3.949  1.503
O  -1.691  -4.690  0.538
O  -0.851  -2.868  1.569
H  -3.874  -5.632  2.649
H  -2.527  -6.490  3.056
H  -2.647  -5.824  1.501
H  -1.385  -4.593  3.582
H  -2.851  -3.673  3.198
O  -0.003  -0.478  2.277
S  0.448  -1.058  3.627
C  -1.110  -1.251  4.562
C  -1.133  -0.198  5.672
C  -0.350  0.997  5.143
C  0.932  0.401  4.577
H  -1.176  -2.275  4.923
H  -1.873  -1.075  3.802
H  -0.658  -0.592  6.572
H  -2.159  0.058  5.930
H  -0.127  1.723  5.923
H  -0.907  1.507  4.355
H  1.592  0.034  5.368
H  1.506  1.042  3.908

Mulliken population analysis, charges in e, atoms 1 to 99: atom 1 (Sc): 0.275, atom 2 (C): -0.847, atom 3 (C): -0.921, atom 4 (C): 0.464, atom 5 (C): -0.406, atom 6 (C): -0.456, atom 7 (C): -0.853, atom 8 (N): 2.067, atom 9 (N): -0.773, atom 10 (C): -0.273, atom 11 (C): -0.704, atom 12 (C): -0.755, atom 13 (C): -1.279, atom 14 (C): -0.436, atom 15 (N): 1.406, atom 16 (H): 0.480, atom 17 (H): 0.523, atom 18 (H): 0.281, atom 19 (H): 0.532, atom 20 (H): 0.462, atom 21 (H): 0.634, atom 22 (H): 0.457, atom 23 (H): 0.576, atom 24 (H): 0.596, atom 25 (O): -0.485, atom 26 (C): 0.379, atom 27 (O): -0.515, atom 28 (C): 0.839, atom 29 (C): -1.498, atom 30 (C): -0.715, atom 31 (C): -0.171, atom 32 (C): -0.235, atom 33 (C): -1.148, atom 34 (N): 1.353, atom 35 (C): -0.594, atom 36 (C): 0.095, atom 37 (C): -0.968, atom 38 (C): -0.843, atom 39 (C): -1.277, atom 40 (C): -0.612, atom 41 (N): 1.184, atom 42 (H): 0.374, atom 43 (H): 0.465, atom 44 (H): 0.592, atom 45 (H): 0.597, atom 46 (H): 0.417, atom 47 (H): 0.760, atom 48 (H): 0.597, atom 49 (H): 0.485, atom 50 (H): 0.534, atom 51 (H): 0.638, atom 52 (N): -0.415, atom 53 (C): 0.556, atom 54 (N): -0.207, atom 55 (O): -0.237, atom 56 (H): 0.184, atom 57 (H): 0.236, atom 58 (H): 0.248, atom 59 (H): -0.171, atom 60 (N): -0.364, atom 61 (C): 0.713, atom 62 (N): 0.138, atom 63 (C): 0.214, atom 64 (C): -0.317, atom 65 (C): -1.147, atom 66 (C): -0.343, atom 67 (C): -0.705, atom 68 (H): -0.434, atom 69 (H): 0.332, atom 70 (H): 0.174, atom 71 (H): 0.330, atom 72 (H): 0.435, atom 73 (H): 0.406, atom 74 (H): 0.103, atom 75 (H): 0.399, atom 76 (H): 0.352, atom 77 (H): 0.433, atom 78 (N): -0.099, atom 79 (C): -0.667, atom 80 (C): 0.444, atom 81 (O): -0.809, atom 82 (O): 0.088, atom 83 (H): 0.360, atom 84 (H): 0.372, atom 85 (H): 0.358, atom 86 (H): 0.197, atom 87 (H): 0.242, atom 88 (O): -0.335, atom 89 (S): 0.284, atom 90 (C): -0.310, atom 91 (C): -1.067, atom 92 (C): 0.185, atom 93 (C): -0.880, atom 94 (H): 0.507, atom 95 (H): 0.076, atom 96 (H): 0.363, atom 97 (H): 0.421, atom 98 (H): 0.548, atom 99 (H): -0.301